DFT (ωB97M-V with the def2-TZVPD basis set) results for 11 unconnected molecules or ions with the total composition C56H82ClN3O33P in a non-equilibrium geometry.

CARTESIAN COORDINATES (ANGSTROEM)
C1 5.716 2.480 -1.264
C2 5.362 3.340 0.049
C3 4.645 2.515 1.224
C4 3.224 1.868 0.798
C5 2.075 2.955 0.501
C6 1.050 2.355 -0.607
N1 1.488 2.533 -1.917
N2 0.621 1.979 -2.763
C7 1.055 2.161 -4.206
C8 2.073 0.990 -4.694
C9 3.570 1.183 -4.096
O1 1.544 -0.340 -4.597
C10 1.705 -0.957 -3.302
C11 2.697 -2.239 -3.360
C12 2.264 -3.493 -2.532
C13 3.067 -4.829 -2.502
C14 4.379 -4.896 -3.347
C15 4.825 -3.645 -4.182
C16 3.994 -2.310 -4.195
C17 -0.565 1.293 -2.521
C18 -1.457 0.642 -3.699
C19 -2.777 1.496 -4.053
C20 -2.667 3.058 -3.652
N3 -4.040 3.645 -3.933
C21 -1.156 1.084 -1.105
C22 -2.516 0.365 -0.715
C23 -3.652 1.413 -0.237
C24 -5.104 0.687 -0.371
O2 -5.027 -0.664 0.147
C25 -5.591 -1.627 -0.777
C26 -0.210 1.703 -0.053
P1 -0.640 1.624 1.789
O3 0.703 1.246 2.765
Cl1 -1.220 3.611 2.340
H1 5.289 1.418 -1.268
H2 5.392 3.028 -2.223
H3 6.858 2.375 -1.338
H4 4.796 4.308 -0.225
H5 6.373 3.702 0.480
H6 5.330 1.624 1.482
H7 4.449 3.199 2.117
H8 3.423 1.322 -0.205
H9 2.938 1.056 1.544
H10 2.613 3.862 0.026
H11 1.544 3.364 1.423
H12 1.693 3.125 -4.284
H13 0.187 2.339 -4.920
H14 2.202 1.196 -5.828
H15 3.657 0.932 -2.988
H16 4.376 0.697 -4.753
H17 3.770 2.322 -4.174
H18 1.945 -0.249 -2.440
H19 0.675 -1.421 -3.039
H20 1.282 -3.479 -1.928
H21 2.686 -5.729 -1.902
H22 4.996 -5.867 -3.358
H23 5.789 -3.760 -4.801
H24 4.342 -1.446 -4.842
H25 -1.834 -0.360 -3.259
H26 -0.865 0.363 -4.629
H27 -3.073 1.352 -5.146
H28 -3.638 1.060 -3.416
H29 -1.844 3.602 -4.231
H30 -2.503 3.213 -2.521
H31 -3.955 4.554 -4.403
H32 -4.516 2.950 -4.537
H33 -2.986 -0.277 -1.530
H34 -2.296 -0.352 0.167
H35 -3.497 1.742 0.845
H36 -3.693 2.294 -0.973
H37 -5.912 1.292 0.179
H38 -5.447 0.621 -1.471
H39 -6.611 -1.314 -1.182
H40 -4.861 -1.701 -1.674
H41 -5.673 -2.684 -0.342
H42 0.818 0.269 2.850
C27 5.485 -5.068 0.083
C28 6.936 -5.368 -0.140
O4 7.591 -4.321 0.564
C29 6.725 -3.872 1.514
O5 7.018 -3.107 2.389
O6 5.485 -4.403 1.342
H43 4.875 -5.969 0.119
H44 5.077 -4.392 -0.674
H45 7.236 -6.327 0.293
H46 7.207 -5.356 -1.197
C30 -7.152 -5.762 2.271
C31 -5.657 -5.759 2.213
O7 -5.381 -6.222 0.898
C32 -6.481 -5.951 0.142
O8 -6.524 -6.058 -1.051
O9 -7.524 -5.541 0.915
H47 -7.547 -4.977 2.916
H48 -7.557 -6.725 2.596
H49 -5.236 -4.755 2.330
H50 -5.211 -6.418 2.958
C33 -7.315 5.945 -3.331
C34 -7.496 4.457 -3.308
O10 -8.574 4.278 -2.401
C35 -9.281 5.442 -2.384
O11 -10.344 5.579 -1.854
O12 -8.620 6.430 -3.051
H51 -6.966 6.308 -4.299
H52 -6.632 6.295 -2.552
H53 -7.785 4.055 -4.284
H54 -6.604 3.934 -2.960
C36 0.891 0.604 6.096
C37 -0.596 0.555 5.925
O13 -0.949 -0.685 6.525
C38 0.037 -0.994 7.412
O14 -0.026 -1.887 8.208
O15 1.102 -0.156 7.279
H55 1.263 1.621 6.217
H56 1.425 0.126 5.269
H57 -1.105 1.363 6.458
H58 -0.896 0.578 4.877
C39 3.319 -10.166 -2.309
C40 2.246 -9.297 -2.889
O16 2.313 -8.127 -2.083
C41 3.566 -8.073 -1.560
O17 4.012 -7.126 -0.968
O18 4.250 -9.223 -1.793
H59 3.788 -10.806 -3.058
H60 2.955 -10.790 -1.487
H61 2.445 -9.022 -3.929
H62 1.258 -9.756 -2.827
C42 -1.790 -4.536 2.005
C43 -2.531 -3.319 2.460
O19 -1.489 -2.380 2.690
C44 -0.428 -2.766 1.930
O20 0.557 -2.100 1.760
O21 -0.626 -3.997 1.390
H63 -2.364 -5.131 1.293
H64 -1.484 -5.176 2.838
H65 -3.201 -2.925 1.690
H66 -3.103 -3.498 3.372
C45 3.316 4.519 4.582
C46 2.873 5.881 5.021
O22 1.458 5.759 5.059
C47 1.172 4.439 5.220
O23 0.079 4.009 5.458
O24 2.287 3.672 5.076
H67 4.284 4.240 5.000
H68 3.359 4.424 3.493
H69 3.234 6.136 6.021
H70 3.177 6.663 4.324
C48 1.285 6.579 -1.982
C49 1.127 7.850 -1.206
O25 1.632 7.507 0.078
C50 2.480 6.459 -0.092
O26 3.206 6.029 0.766
O27 2.402 5.960 -1.356
H71 1.482 6.757 -3.040
H72 0.417 5.919 -1.888
H73 1.726 8.668 -1.615
H74 0.086 8.172 -1.141
C51 -8.744 -7.470 6.301
C52 -8.810 -6.207 7.103
O28 -7.537 -5.616 6.874
C53 -7.072 -6.110 5.698
O29 -6.101 -5.696 5.126
O30 -7.847 -7.135 5.250
H75 -9.717 -7.764 5.904
H76 -8.326 -8.306 6.870
H77 -9.586 -5.524 6.746
H78 -8.966 -6.395 8.166
C54 6.239 7.007 -0.327
C55 5.738 6.463 -1.631
O31 6.117 7.464 -2.565
C56 7.166 8.142 -2.020
O32 7.833 8.940 -2.612
O33 7.356 7.794 -0.718
H79 6.541 6.220 0.365
H80 5.507 7.653 0.166
H81 6.223 5.521 -1.905
H82 4.658 6.319 -1.634

Its charge is +1. For the gap between HOMO and LUMO, the calculation gives 0.2250 hartree.

Atomic partial charges in e from the Löwdin method, atoms 1 to 6: -0.12, -0.24, -0.17, -0.17, -0.13, -0.14